ORCA calculation (ωB97M-V with the def2-TZVPD basis set) on a molecular structure, C35H35Cl3CoN4O8S at a distorted geometry.

Geometry as XYZ:
```
87
Properties=species:S:1:pos:R:3:forces:R:3
Co -15.249621 14.135827 -4.387580 0.4 -0.3 -0.4
C -11.861380 14.858922 -9.640304 1.3 0.0 1.6
O -10.897265 14.738871 -8.524682 -0.4 0.2 -1.3
C -11.259963 14.214936 -7.331742 -0.3 0.1 -0.4
C -10.305603 14.350364 -6.302931 -1.8 -1.3 0.9
C -10.739613 13.904022 -5.046806 -0.7 0.1 -1.1
C -12.074164 13.408676 -4.756891 1.8 0.3 -2.5
C -12.466984 13.056785 -3.451248 -0.3 0.0 0.0
C -11.514843 13.110047 -2.333465 -0.5 1.7 1.9
O -13.617856 12.744647 -3.183964 -1.1 -0.3 0.2
C -12.949772 13.226909 -5.886536 -0.7 0.7 0.7
O -14.202702 12.885665 -5.842321 -0.2 0.0 0.7
C -12.489862 13.638055 -7.133135 0.9 0.1 -1.0
H -11.320420 15.533813 -10.309986 -0.4 -0.4 -0.1
H -12.784125 15.313170 -9.292089 -0.1 0.2 0.1
H -12.083309 13.878716 -10.059392 0.2 0.0 -0.2
H -9.333745 14.678304 -6.596181 0.5 0.3 0.4
H -10.031685 13.992267 -4.258336 0.3 0.0 0.7
H -11.245828 14.202167 -2.139609 -0.1 -1.4 -0.3
H -10.650010 12.500402 -2.442248 0.8 -0.4 -0.1
H -12.134675 12.783585 -1.480838 0.6 0.1 -0.1
H -13.172246 13.553079 -7.964733 -0.1 0.0 -0.1
O -17.712601 18.709545 -7.983498 1.1 -0.9 -0.1
C -16.816479 17.807068 -8.413752 -0.1 0.6 -2.3
O -16.240259 17.906634 -9.519338 -1.2 0.2 2.4
C -16.594321 16.578258 -7.622530 0.2 0.3 0.4
C -15.790888 15.568894 -8.113582 0.2 0.2 -0.4
N -15.709342 14.637603 -7.194212 -0.1 -1.1 1.2
N -16.377338 14.963650 -6.062857 0.2 0.2 -0.5
C -16.923446 16.160720 -6.309774 0.3 -1.0 -0.7
C -17.784221 16.795178 -5.289309 0.0 0.1 0.9
O -18.380721 17.831728 -5.664916 -0.3 0.2 0.3
O -17.803019 16.248245 -4.158449 -0.2 0.4 -0.6
H -18.031637 18.429700 -7.052642 0.1 -0.1 -0.2
H -15.210806 15.490938 -9.011880 -0.2 0.1 -0.3
H -15.152117 13.764152 -7.117416 0.0 0.4 0.0
Cl -24.056900 18.473383 -3.333328 0.3 -0.2 0.3
C -22.681831 17.656041 -2.611723 0.4 0.3 -0.4
C -21.420352 17.826145 -3.167813 -0.6 0.6 0.2
C -20.328326 17.159569 -2.652783 0.9 -0.5 -1.0
C -20.480884 16.270604 -1.607264 -1.2 0.0 0.8
C -19.276380 15.461380 -1.274353 1.1 -0.4 1.5
C -19.388834 13.916878 -1.224682 -2.4 -0.2 -0.4
N -18.296193 13.208093 -1.858095 0.9 -0.1 1.3
C -17.359492 12.402153 -1.219630 0.5 0.4 -1.5
C -16.307416 12.286792 -2.082041 1.7 -1.4 1.0
N -16.535935 12.994409 -3.199191 -1.7 1.3 -0.5
C -17.749593 13.539788 -3.012633 1.1 -0.1 -1.7
O -18.665780 15.974980 -0.051004 0.6 -0.6 -1.1
C -17.223392 15.810763 -0.069999 -0.6 1.8 0.4
C -16.767940 14.862847 0.986939 -0.2 -1.4 1.2
C -15.469465 14.546089 1.222882 0.2 -0.2 0.6
Cl -14.120377 15.279113 0.431955 -0.2 -0.4 0.1
S -15.259251 13.415461 2.564588 0.6 0.7 -0.6
C -16.932416 13.397668 2.862968 -0.7 -0.1 -0.5
C -17.608407 14.143911 1.959818 -0.9 1.1 -1.4
C -21.748365 16.229809 -0.980351 1.4 -1.3 0.1
Cl -21.949334 15.157591 0.432952 0.0 0.5 -0.6
C -22.849611 16.858053 -1.495928 -0.7 0.2 0.6
H -21.284071 18.524890 -3.966906 0.0 0.1 -0.5
H -19.333619 17.162546 -3.194075 -1.2 0.3 0.6
H -18.631339 15.657281 -2.113369 0.6 0.2 -0.2
H -20.308386 13.673004 -1.785064 0.3 0.0 0.0
H -19.623088 13.494659 -0.233333 0.7 0.4 -0.3
H -17.488032 12.013027 -0.271738 -0.4 -0.6 1.7
H -15.315857 11.767785 -2.002512 -1.4 0.5 0.2
H -18.165370 14.196662 -3.742566 -0.4 0.4 -0.1
H -16.810488 16.834401 0.168463 -0.3 -0.9 -0.2
H -16.844270 15.592034 -1.078683 -0.1 -0.3 0.2
H -17.414284 12.769018 3.600905 0.4 0.0 0.0
H -18.716546 14.210899 1.885307 1.0 0.0 0.3
H -23.801592 16.763807 -0.975834 0.1 0.0 -0.3
C -14.666753 18.060022 -4.387059 -0.5 -1.1 -1.0
C -13.599239 16.932781 -4.324046 -0.5 -0.1 -0.6
C -13.165278 16.575343 -5.760823 0.5 0.4 0.8
C -12.405621 17.450312 -3.556672 1.4 0.4 -0.8
C -14.106055 15.660931 -3.683917 -0.8 -0.4 0.0
H -14.290931 18.980751 -4.779151 0.6 0.6 -0.7
H -15.108515 18.371689 -3.477259 -0.3 -0.2 1.5
H -15.516574 17.742655 -5.013748 0.5 0.2 0.1
H -12.653353 17.424099 -6.210758 0.1 0.1 -0.2
H -13.982388 16.300352 -6.396304 -0.6 -0.1 -0.3
H -12.484766 15.729508 -5.694154 0.1 0.3 -0.1
H -11.957841 18.394754 -3.973887 -0.3 -0.9 -0.1
H -11.585891 16.666686 -3.504323 -1.0 0.9 0.3
H -12.818509 17.776967 -2.629134 0.3 -0.2 1.3
H -13.838499 15.475345 -2.639547 0.2 0.5 0.1
```
Positions in Å, forces in eV/Å.

The value obtained for the HOMO-LUMO gap (spin up / spin down) is 6.0 / 7.6 eV. Its total charge is -1. As for the spin multiplicity: 5. Its expectation value of S² is 6.01. The energy above the lowest of the compared OMol25 structures with the same formula, charge and spin comes out at 0.0 kcal/mol.

ORCA calculation (ωB97M-V with the def2-TZVPD basis set) on 10 unconnected molecules or ions with the total composition C48H98B2F8N14O4 at a distorted geometry.

Geometry as XYZ:
```
174
Properties=species:S:1:pos:R:3:forces:R:3
C -4.683539 0.897322 -0.081910 0.5 -0.5 0.1
C -4.357977 2.372847 0.110146 -0.3 0.2 0.3
N -4.138656 3.021209 -1.199512 0.8 1.5 1.1
C -3.059558 2.800426 -2.019257 -0.5 -1.5 -0.9
C -3.362030 3.347909 -3.251190 -0.3 0.3 1.2
N -4.527665 4.036202 -3.036090 -1.4 1.3 0.8
C -4.900199 3.968098 -1.751528 -0.3 -2.0 -1.0
C -5.335973 4.834348 -3.966571 1.2 0.9 -0.9
H -5.495996 0.660058 -0.767071 -0.1 0.5 -0.1
H -4.939585 0.389235 0.848141 0.0 0.3 0.2
H -3.807841 0.366860 -0.454908 0.0 0.1 -0.1
H -3.486767 2.537328 0.744217 0.3 -0.3 -0.3
H -5.139765 2.917619 0.640426 -0.3 0.0 -0.4
H -2.322081 2.091432 -1.669521 0.3 0.1 -0.4
H -2.901286 3.414236 -4.221567 0.3 -0.3 0.1
H -5.781935 4.407467 -1.313682 -0.1 0.0 -0.1
H -6.267431 5.206345 -3.552484 0.0 -0.5 0.3
H -5.501131 4.283741 -4.889137 -0.1 -0.1 0.1
H -4.731786 5.716939 -4.190532 -0.2 0.0 -0.3
C 5.850527 -5.642529 -1.865580 1.1 -1.9 -0.8
C 5.699841 -4.411667 -2.718407 0.8 0.0 0.9
N 4.459784 -3.726638 -2.342533 -1.3 0.9 -0.6
C 3.961996 -3.475730 -1.066710 0.5 0.1 -1.0
C 2.820383 -2.760358 -1.243237 0.1 0.3 1.0
N 2.630980 -2.542324 -2.579672 0.5 -0.8 0.9
C 3.601680 -3.203913 -3.221743 0.3 0.0 -0.1
C 1.468286 -1.869668 -3.134778 0.3 -0.5 -0.8
H 5.061973 -6.385726 -1.996799 -0.5 0.5 0.3
H 6.147095 -5.520334 -0.825891 -0.5 0.5 0.1
H 6.683650 -6.250198 -2.241774 0.2 0.4 -0.2
H 5.760307 -4.571602 -3.793565 -0.6 -0.3 0.0
H 6.546863 -3.742513 -2.538887 -0.2 0.2 0.2
H 4.531858 -3.801997 -0.217190 -0.3 -0.1 0.2
H 2.084568 -2.415295 -0.533160 0.0 0.0 0.0
H 3.658241 -3.390187 -4.282784 0.0 0.3 0.0
H 1.416126 -2.359656 -4.108206 -0.9 0.6 -0.1
H 1.598330 -0.790890 -3.215385 0.3 -0.1 -0.1
H 0.591341 -2.030131 -2.512815 0.1 -0.4 0.0
C -2.386955 6.757577 -2.787405 -0.5 0.0 0.6
C -1.100554 7.132154 -2.028610 -0.9 0.9 -0.8
N -0.488257 6.028572 -1.315533 -0.3 -1.7 0.4
C 0.137907 4.972683 -1.938446 0.7 0.2 -0.1
C 0.533849 4.060394 -0.995892 0.0 1.1 0.4
N 0.081473 4.572617 0.225511 -0.6 0.7 -1.6
C -0.586586 5.704188 -0.030823 0.2 0.3 0.5
C 0.232519 4.090533 1.572230 -0.1 -1.0 0.9
H -2.815113 7.611365 -3.312288 0.2 0.3 0.3
H -3.117322 6.450780 -2.032980 -0.2 -0.1 -0.1
H -2.347647 5.980916 -3.551485 0.7 -0.2 0.2
H -1.325182 7.899411 -1.289085 -0.1 0.0 0.0
H -0.401136 7.582141 -2.732132 0.4 -0.2 0.2
H 0.304840 5.095570 -2.995865 0.2 -0.6 0.0
H 1.217012 3.227133 -1.026235 -0.3 -0.2 -0.1
H -1.122958 6.233863 0.741697 0.1 0.3 -0.1
H 0.829425 4.769343 2.178102 0.0 0.1 -0.1
H 0.660059 3.089289 1.592646 0.2 0.1 -0.4
H -0.750820 3.942594 2.021214 0.0 0.3 0.0
C 4.914538 3.201718 7.308760 -0.3 -0.9 1.1
C 3.782801 2.152716 7.288090 0.8 0.3 0.3
N 3.831318 1.394596 6.024957 -0.2 -0.2 -1.9
C 4.269798 0.094119 5.846689 -0.8 -0.1 0.3
C 4.216172 -0.188805 4.519198 0.6 0.3 -0.6
N 3.910430 0.992678 3.848265 -1.1 -0.3 1.3
C 3.608060 1.877233 4.788882 0.2 0.9 0.7
C 3.685373 1.187357 2.411677 1.0 -0.6 0.2
H 4.825701 3.724985 8.261782 -0.1 0.4 -0.2
H 4.876653 3.876881 6.459975 0.0 0.1 0.1
H 5.875061 2.695596 7.405298 0.1 0.0 -0.5
H 2.818162 2.615128 7.493314 -0.2 -0.1 -0.6
H 3.904666 1.388743 8.055640 0.2 0.2 0.1
H 4.441895 -0.532596 6.707053 0.3 -0.1 -0.1
H 4.345108 -1.092650 3.948703 0.4 -0.1 0.2
H 3.224768 2.862469 4.575280 0.2 0.1 0.1
H 3.260102 0.257845 2.043416 -0.3 0.3 -0.3
H 4.661382 1.330786 1.947420 0.0 0.0 -0.1
H 3.094558 2.075260 2.215686 -0.3 -0.2 0.1
C 2.983635 -3.746783 2.351740 0.1 -0.7 1.2
C 1.649777 -3.885634 3.084211 0.0 -1.2 0.1
N 1.297543 -2.723566 3.903485 0.0 1.6 0.8
C 1.184871 -1.444161 3.427195 -0.8 0.7 -0.2
C 0.754977 -0.643606 4.449099 0.7 0.3 -0.2
N 0.710059 -1.400605 5.587842 0.3 -1.5 -0.5
C 1.056569 -2.650994 5.220585 -0.2 -0.6 0.1
C 0.411963 -0.961203 6.956655 0.1 0.4 0.1
H 2.999764 -3.100799 1.481939 -0.2 0.1 0.1
H 3.300974 -4.754153 2.084622 -0.3 0.0 -0.5
H 3.737173 -3.487682 3.102381 0.1 0.5 -0.2
H 1.674223 -4.725332 3.782087 0.4 0.0 0.1
H 0.814027 -4.176001 2.446594 0.0 0.6 -0.3
H 1.318335 -1.177197 2.389813 -0.1 -0.2 -0.1
H 0.598906 0.421935 4.496778 -0.1 0.0 -0.2
H 1.118246 -3.508636 5.873742 -0.1 0.1 0.1
H -0.277276 -0.119134 6.929320 -0.1 -0.1 -0.2
H 1.314052 -0.594064 7.442872 0.1 -0.2 0.0
H -0.025408 -1.765454 7.540566 0.0 -0.1 -0.1
C -3.958701 0.950906 3.834828 -1.1 -0.4 0.3
C -3.270135 -0.130066 4.657898 0.8 1.1 -0.3
N -2.889237 -1.286163 3.861789 0.2 -2.2 0.7
C -2.261344 -1.348669 2.638329 0.1 1.1 -0.1
C -2.203457 -2.644934 2.223943 0.0 0.2 0.4
N -2.772548 -3.375044 3.238226 0.3 0.4 1.2
C -3.086488 -2.556543 4.261467 -0.5 -0.7 -1.5
C -2.928106 -4.825149 3.272435 -0.1 -0.9 0.1
H -3.317165 1.423053 3.094149 0.1 0.0 0.1
H -4.367307 1.694296 4.519873 0.3 0.2 0.0
H -4.848140 0.540801 3.350300 0.1 0.0 -0.2
H -3.884547 -0.480500 5.482058 0.0 0.1 0.0
H -2.353938 0.338048 5.030584 0.0 -0.3 0.4
H -1.832343 -0.413037 2.312279 -0.1 -0.3 -0.8
H -1.753731 -3.145372 1.376621 0.0 0.2 -0.1
H -3.469673 -2.986220 5.174038 -0.3 0.6 0.2
H -3.738338 -5.151534 2.622034 0.1 0.2 -0.2
H -3.201279 -5.183745 4.263984 0.1 0.4 0.1
H -2.002498 -5.319170 2.981638 -0.1 0.2 -0.2
C 0.831132 2.383717 -4.247480 -0.8 -1.2 0.1
O 1.817627 3.365694 -4.264305 1.0 0.8 0.1
C 2.336734 3.703391 -5.545008 -0.8 0.2 -0.4
C 3.505338 4.651401 -5.440693 0.6 -0.3 1.7
N 4.503630 4.064718 -4.453365 1.1 -0.3 0.1
H 5.063775 4.814038 -4.042002 0.2 0.0 -0.4
H 4.063078 3.639408 -3.627914 -0.6 -0.2 -0.3
C 5.412650 2.970184 -5.011930 -0.1 0.2 -0.4
C 5.820189 2.031045 -3.901917 0.8 -0.4 1.0
O 4.658363 1.812415 -3.129659 -0.5 0.4 0.3
C 4.739161 0.788204 -2.171512 0.2 -1.6 -0.3
H 0.460057 2.318504 -3.224444 -0.1 0.1 0.0
H 1.158327 1.365169 -4.495090 0.6 0.2 -0.1
H -0.012126 2.539017 -4.931897 0.1 0.6 0.0
H 1.563496 4.273471 -6.071141 0.0 -0.4 -0.5
H 2.611572 2.791209 -6.079440 -0.1 0.1 -0.2
H 3.245582 5.596153 -4.963915 -0.3 0.1 -0.4
H 4.042612 4.834514 -6.367238 -0.2 -0.1 -0.2
H 6.269033 3.429575 -5.501450 0.0 0.1 0.1
H 4.841639 2.460414 -5.784380 -0.1 -0.1 0.1
H 6.635873 2.421481 -3.276497 -0.3 0.5 0.0
H 6.268830 1.079172 -4.210791 -0.4 0.1 -0.7
H 4.957367 -0.163007 -2.680185 0.2 0.1 -0.1
H 3.776208 0.590078 -1.701877 -0.1 0.7 0.0
H 5.517361 0.880033 -1.409814 0.0 0.6 0.0
C -2.803621 -1.845295 -1.373262 0.9 0.4 0.1
O -4.198357 -1.892364 -1.623718 0.2 -0.3 -0.7
C -4.439459 -2.327452 -2.956961 -0.9 0.1 0.5
C -5.941337 -2.449215 -3.170149 -1.4 -1.3 0.7
N -6.628231 -3.283942 -2.063438 1.8 -0.3 -0.4
H -6.056175 -3.043353 -1.242184 -0.3 -0.4 0.4
H -7.600730 -3.036123 -1.899187 0.0 0.3 -0.2
C -6.578573 -4.776339 -2.302847 -0.8 -0.4 0.8
C -5.245004 -5.424933 -2.007425 0.3 0.1 0.4
O -4.763174 -4.843604 -0.804308 0.2 0.2 -0.4
C -3.403255 -5.155844 -0.575156 0.7 -0.3 1.0
H -2.666970 -1.553631 -0.334814 0.0 0.5 -0.1
H -2.312464 -1.178206 -2.091050 -0.1 0.6 0.4
H -2.172603 -2.737344 -1.461412 -0.9 -0.6 -0.2
H -3.910488 -3.270966 -3.092358 -0.1 -0.1 -0.3
H -4.142561 -1.619639 -3.738599 0.5 0.1 0.2
H -6.158440 -3.018487 -4.072584 0.1 0.4 -0.3
H -6.547245 -1.546226 -3.127639 0.7 0.4 -0.4
H -6.946949 -4.953716 -3.310356 0.0 -0.1 0.0
H -7.277100 -5.199750 -1.579334 -0.2 0.1 -0.2
H -4.559910 -5.311852 -2.853241 0.2 0.0 0.2
H -5.374159 -6.482750 -1.767893 -0.3 -0.1 -0.7
H -3.128103 -6.213310 -0.496052 -0.6 -0.2 -0.6
H -3.144153 -4.851679 0.438910 -0.1 0.6 -0.2
H -2.728097 -4.692221 -1.292816 -0.1 0.0 -0.1
B 0.181233 0.363326 -0.153865 0.6 0.0 0.2
F -0.237664 0.435193 -1.473283 -0.2 -0.1 -0.4
F -0.637709 1.239811 0.614806 0.0 -0.2 0.2
F 0.172559 -0.948962 0.345071 -0.4 0.4 0.1
F 1.530868 0.813221 -0.075691 0.0 0.3 0.1
B 0.044653 -5.000610 0.076463 0.5 -1.2 -1.6
F -0.173717 -3.619124 -0.176737 0.2 0.3 0.2
F 1.375254 -5.274474 0.448701 -0.1 0.7 0.2
F -0.816463 -5.374441 1.107656 -0.3 0.1 0.6
F -0.216548 -5.717069 -1.112834 -0.2 0.5 0.6
```
Positions in Å, forces in eV/Å.

The value obtained for the HOMO-LUMO gap is 9.1 eV. Its total charge is +6.

Q: Which of these has the highest total charge?
A: C48H98B2F8N14O4

Q: The highest total charge belongs to which entry?
A: C48H98B2F8N14O4